This record from OMol25 describes C28H27N2O8PS2Se2Te3V as an isolated structure. The level of theory is ωB97M-V/def2-TZVPD.

```
! wB97M-V def2-TZVPD RIJCOSX def2/J DEFGRID3
* xyz 0 2
V -0.33 1.11 -0.56
O -4.25 -3.18 1.56
C -3.22 -2.52 0.97
O -2.48 -1.80 1.56
C -3.19 -2.89 -0.50
O -2.42 -2.04 -1.28
C -1.10 -2.42 -1.61
C 0.04 -1.77 -0.86
O 1.14 -2.24 -0.89
O -0.26 -0.61 -0.23
H -4.23 -2.91 2.49
H -4.22 -2.87 -0.87
H -2.86 -3.94 -0.56
H -0.94 -2.09 -2.65
H -0.95 -3.50 -1.57
Se -0.30 2.23 1.41
Te -2.54 2.55 2.52
Te -3.62 3.24 0.15
Se -2.62 1.23 -0.96
S 1.34 -2.51 6.88
C 0.10 -3.58 7.36
C -0.80 -3.78 6.36
C -0.46 -3.06 5.18
C 0.68 -2.32 5.31
C 1.32 -1.46 4.30
C 0.74 -1.31 3.02
N 1.26 -0.58 2.06
C 2.40 0.08 2.29
C 3.06 0.01 3.53
C 4.29 0.72 3.75
C 4.84 1.44 2.75
C 4.20 1.51 1.46
C 4.81 2.22 0.42
C 4.23 2.25 -0.82
C 2.99 1.56 -0.95
N 2.35 0.95 0.02
C 2.98 0.88 1.23
C 4.79 2.99 -1.96
C 4.26 3.12 -3.22
C 5.06 3.94 -4.07
C 6.16 4.42 -3.44
S 6.24 3.89 -1.82
C 2.49 -0.78 4.53
H 0.10 -3.99 8.36
H -1.66 -4.42 6.46
H -1.05 -3.09 4.28
H -0.19 -1.80 2.77
H 4.77 0.66 4.72
H 5.77 1.97 2.89
H 5.74 2.74 0.62
H 2.51 1.54 -1.92
H 3.34 2.67 -3.53
H 4.81 4.16 -5.09
H 6.93 5.06 -3.84
H 3.00 -0.84 5.49
C 2.71 0.19 -5.37
C 1.33 0.77 -5.50
O 1.18 1.84 -4.52
P 0.09 1.70 -3.37
O 0.31 0.43 -2.56
Te 0.23 3.53 -1.90
O -1.27 1.54 -4.15
C -1.89 2.65 -4.84
C -3.34 2.30 -5.04
H 2.83 -0.64 -6.06
H 2.88 -0.18 -4.36
H 3.47 0.94 -5.60
H 0.56 0.01 -5.33
H 1.15 1.23 -6.47
H -1.37 2.79 -5.79
H -1.77 3.55 -4.23
H -3.44 1.37 -5.60
H -3.83 3.10 -5.60
H -3.84 2.18 -4.08
*
```

Its max |F| is 1.55 eV/Å. Its energy above the lowest of the compared OMol25 structures with the same formula, charge and spin is 102.0 kJ/mol. The HOMO energy (spin up / spin down) is -7.23 / -7.26 eV. As for the LUMO energy (spin up / spin down): -1.36 / -0.83 eV. The HOMO-LUMO gap (spin up / spin down) comes out at 5.87 / 6.43 eV.